Density functional theory data (ωB97M-V/def2-TZVPD) for a cluster of 2 separate species, C4H12 in total at a distorted geometry.

The largest force on an atom comes out at 1.1 eV/Å. The HOMO-LUMO gap is 12.73 eV. The total charge is 0. For the energy above the lowest of the compared OMol25 structures with the same formula, charge and spin, the calculation gives 3.94 kcal per mole. The calculation puts the HOMO energy at -11.61 eV. As for the electronic energy: -4342.35735 eV.

Bonds (Å) are listed after each position.
Atoms and positions in Å:
1 C -1.7132 -1.8363 0.9281  C2 1.528, H3 1.093, H4 1.086, H5 1.091
2 C -1.9890 -0.3404 0.7876  C1 1.528, H6 1.084, H7 1.100, H8 1.091
3 H -0.8849 -2.0096 1.6195  C1 1.093
4 H -2.5879 -2.3377 1.3313  C1 1.086
5 H -1.4638 -2.3160 -0.0198  C1 1.091
6 H -2.1378 0.1534 1.7412  C2 1.084
7 H -2.8921 -0.1913 0.1779  C2 1.100
8 H -1.2152 0.1648 0.2074  C2 1.091
9 C 1.2299 1.5093 -0.6470  C10 1.529, H11 1.088, H12 1.088, H13 1.091
10 C 2.4438 0.6647 -1.0370  C9 1.529, H14 1.090, H15 1.088, H16 1.088
11 H 1.4602 2.5582 -0.4710  C9 1.088
12 H 0.4254 1.4686 -1.3788  C9 1.088
13 H 0.7499 1.1800 0.2758  C9 1.091
14 H 3.3349 1.2470 -1.2720  C10 1.090
15 H 2.7321 0.0109 -0.2166  C10 1.088
16 H 2.2013 0.0000 -1.8631  C10 1.088